{
  "formula": "C28H35ClN9O4S2V",
  "method": "ωB97M-V with the def2-TZVPD basis set",
  "elements": ["V", "O", "C", "C", "C", "C", "C", "C", "C", "O", "N", "N", "C", "S", "C", "C", "S", "H", "H", "H", "H", "H", "H", "H", "H", "H", "N", "C", "C", "C", "C", "N", "C", "N", "N", "C", "O", "O", "H", "H", "H", "H", "H", "H", "H", "H", "H", "H", "H", "H", "H", "H", "N", "C", "C", "N", "C", "C", "N", "H", "H", "H", "H", "H", "Cl", "C", "H", "H", "C", "C", "C", "C", "C", "C", "C", "H", "H", "H", "H", "H"],
  "coordinates": [[-0.24, 1.66, -0.54], [-3.96, 0.83, 3.12], [-2.86, 0.80, 3.88], [-3.04, 0.87, 5.27], [-1.95, 0.86, 6.12], [-0.66, 0.77, 5.61], [-0.48, 0.68, 4.24], [-1.56, 0.72, 3.35], [-1.27, 0.73, 1.89], [-0.11, 0.45, 1.45], [-2.31, 1.02, 1.14], [-2.04, 1.22, -0.19], [-3.07, 1.15, -0.96], [-2.99, 1.50, -2.66], [-4.83, 1.64, -2.79], [-5.43, 0.55, -1.93], [-4.65, 0.68, -0.30], [-3.63, 0.93, 2.18], [-4.05, 0.94, 5.64], [-2.11, 0.96, 7.19], [0.19, 0.76, 6.27], [0.51, 0.64, 3.82], [-5.09, 1.52, -3.84], [-5.13, 2.62, -2.44], [-5.20, -0.44, -2.34], [-6.51, 0.66, -1.79], [2.11, 1.10, -0.68], [2.80, 1.20, 0.61], [4.31, 0.97, 0.58], [4.84, -0.47, 0.42], [4.87, -1.25, 1.75], [3.60, -1.57, 2.38], [2.74, -2.47, 1.84], [3.22, -3.49, 1.12], [1.46, -2.43, 2.19], [2.44, 2.59, 1.26], [3.29, 3.07, 2.03], [1.32, 3.02, 0.94], [2.07, 0.15, -1.04], [2.54, 1.70, -1.37], [2.31, 0.49, 1.28], [4.73, 1.39, 1.50], [4.70, 1.57, -0.25], [5.87, -0.43, 0.06], [4.25, -1.01, -0.33], [5.43, -0.67, 2.47], [5.42, -2.19, 1.61], [3.14, -0.79, 2.82], [4.16, -3.36, 0.79], [2.56, -3.83, 0.39], [0.96, -1.51, 2.13], [0.89, -3.12, 1.69], [-2.32, -4.48, 1.16], [-1.51, -3.82, 0.23], [-1.71, -2.47, -0.05], [-0.95, -1.79, -0.98], [-0.01, -2.52, -1.56], [0.20, -3.87, -1.28], [-0.59, -4.58, -0.38], [-2.71, -3.88, 1.87], [-1.86, -5.30, 1.54], [-2.49, -1.91, 0.45], [0.62, -2.00, -2.29], [0.87, -4.48, -1.89], [-2.01, 4.21, -0.22], [-0.62, 3.57, -1.19], [0.23, 4.20, -0.90], [-0.90, 3.80, -2.22], [-0.25, 1.19, -2.22], [0.00, 1.05, -3.60], [0.75, 2.04, -4.30], [0.92, 1.98, -5.67], [0.37, 0.93, -6.42], [-0.34, -0.07, -5.75], [-0.52, -0.02, -4.38], [1.16, 2.86, -3.73], [1.47, 2.76, -6.18], [0.49, 0.90, -7.49], [-0.77, -0.89, -6.31], [-1.08, -0.79, -3.87]],
  "gap_ev": [3.10, 4.08],
  "fmax_ha_per_bohr": 0.0711,
  "e_homo_ha": [0.0283, -0.0106],
  "total_energy_ha": -4082.24021,
  "total_charge": -2,
  "multiplicity": 3
}